{"formula": "C11H10ClNRhS", "method": "the ωB97M-V functional and the def2-TZVPD basis", "spin_multiplicity": 5, "relative_energy_ev": 1.257, "lumo_ev": [2.38, 0.18], "total_charge": -1, "energy_ev": -39419.4839, "elements": ["C", "C", "C", "H", "C", "C", "H", "H", "H", "H", "Rh", "Cl", "C", "C", "C", "H", "C", "C", "H", "H", "H", "H", "S", "C", "N"], "xyz": [[0.89853, -1.99754, 2.45556], [0.96623, -2.03110, 1.02824], [-0.38920, -1.97560, 0.52319], [1.87769, -2.08983, 0.43213], [-1.29277, -1.93046, 1.63729], [-0.49252, -2.00048, 2.83018], [-0.90308, -1.94440, 3.84317], [1.74598, -1.96842, 3.14743], [-0.67812, -2.03108, -0.52317], [-2.38733, -1.90434, 1.60446], [-0.01957, -0.16045, 1.52656], [0.93500, 1.61432, 3.12181], [0.10872, 2.92435, -3.12549], [-1.12235, 2.28372, -3.46896], [-0.81151, 1.04811, -4.11733], [-2.12727, 2.67442, -3.27736], [0.61173, 0.92524, -4.17505], [1.18042, 2.08491, -3.56207], [2.24950, 2.29642, -3.45417], [0.21264, 3.89210, -2.62393], [-1.53611, 0.32650, -4.50988], [1.16838, 0.09298, -4.61933], [-0.00182, 0.00132, 6.52584], [-0.05151, -0.12907, 4.98034], [-0.14167, -0.00161, 3.80052]], "atomic_forces_ev_per_a": [[-0.06, -1.06, -0.34], [0.00, -0.62, 0.19], [-0.08, -0.73, -0.42], [-0.42, 0.08, 0.20], [0.04, -0.89, 0.36], [-0.59, -1.65, -0.43], [0.24, -0.58, -0.82], [-0.46, 0.02, -0.40], [0.09, 0.12, 0.25], [0.65, -0.05, -0.05], [0.44, 2.88, 0.62], [1.07, 1.80, -0.99], [-0.07, -0.64, -0.31], [0.64, -0.28, -0.10], [0.45, 0.45, 0.27], [0.37, -0.14, -0.07], [-0.34, 0.52, 0.31], [-0.69, -0.17, -0.06], [-0.40, -0.08, -0.04], [-0.04, -0.36, -0.18], [0.27, 0.27, 0.14], [-0.20, 0.31, 0.16], [0.23, -0.29, 1.87], [-0.46, 0.80, -0.93], [-0.69, 0.28, 0.77]], "lowdin_spin": [0.145, 0.110, 0.091, 0.009, 0.102, 0.247, 0.009, 0.005, 0.012, 0.008, 2.045, 0.541, 0.002, 0.001, 0.000, 0.000, 0.000, 0.001, 0.000, 0.000, 0.000, 0.000, 0.226, 0.133, 0.314]}


{"formula": "C11H10ClP", "method": "the ωB97M-V functional and the def2-TZVPD basis", "relative_energy_ev": 9.898, "lumo_ev": [-0.83, -0.82], "energy_ev": -33368.9136, "elements": ["C", "C", "C", "C", "C", "C", "C", "C", "C", "C", "C", "P", "Cl", "H", "H", "H", "H", "H", "H", "H", "H", "H", "H"], "xyz": [[-2.07284, 0.16626, -0.17634], [-0.78285, 0.10155, -0.52313], [-3.07380, 1.03029, -0.26960], [0.42600, -0.00247, -0.70415], [-5.56986, 1.89698, -0.19445], [-6.47724, 0.87279, 0.00090], [-4.21615, 1.49612, -0.31350], [-4.44132, -1.72229, 0.37741], [4.14602, -0.71268, -0.60684], [1.78418, -0.01185, -1.21421], [2.69856, -0.48057, -0.07685], [-5.79800, -0.78816, -0.14520], [-2.85842, -1.57719, 0.02835], [-5.89660, 2.93264, -0.26658], [-7.58180, 1.03013, -0.20032], [4.56692, 0.28662, -0.73952], [4.62008, -1.27974, 0.31658], [4.01680, -1.21375, -1.56314], [1.77971, 1.11308, -1.33689], [2.00643, -0.57817, -2.09500], [2.44239, 0.25576, 0.64961], [2.19672, -1.41413, 0.26142], [-6.81854, -1.71933, 0.53458]], "atomic_forces_ev_per_a": [[-1.98, -0.15, 0.29], [3.49, -0.35, -0.20], [-0.35, 0.12, -0.12], [-2.22, -0.71, -0.79], [1.46, -1.06, -0.11], [-0.34, -0.26, -0.96], [-1.82, 1.34, 0.55], [-1.04, 0.84, -0.77], [-1.14, 0.12, 3.50], [-0.65, 1.74, 1.48], [-0.81, -0.92, -1.61], [-1.74, -1.99, 1.97], [0.65, 0.31, 0.10], [0.25, -0.19, -0.13], [1.42, -0.40, 0.65], [0.47, -0.34, -0.08], [-0.13, 0.89, -2.58], [0.68, -0.45, 0.24], [1.26, -0.93, -0.64], [-0.47, -0.03, -0.88], [1.02, 0.44, 1.24], [0.78, 0.29, -0.01], [1.19, 1.69, -1.12]], "mulliken_charge": [-0.941, -0.414, 0.490, 1.059, -0.638, -0.322, 0.074, -0.291, -0.943, -0.729, -0.526, 0.143, 0.116, 0.353, 0.288, 0.276, 0.280, 0.298, 0.227, 0.421, 0.366, 0.328, 0.084]}


{"formula": "C11H10N2", "method": "the ωB97M-V functional and the def2-TZVPD basis", "smiles": "C=C(c1ccccc1)n1ccnc1", "relative_energy_ev": 3.180, "lumo_ev": 0.35, "energy_ev": -14546.3926, "elements": ["C", "C", "C", "C", "C", "C", "C", "C", "N", "C", "C", "N", "C", "H", "H", "H", "H", "H", "H", "H", "H", "H", "H"], "xyz": [[1.45329, -1.60251, -1.16685], [0.64879, -0.86635, -0.38648], [-0.14240, 0.31218, -0.84849], [-0.32112, 1.35259, 0.17132], [-1.10201, 2.42996, -0.13719], [-1.73331, 2.52500, -1.39938], [-1.58746, 1.50372, -2.35944], [-1.01111, 0.30795, -1.98856], [0.54990, -1.26455, 0.94989], [1.70501, -1.27110, 1.66583], [1.41551, -1.61284, 2.91629], [-0.09578, -1.69735, 3.14892], [-0.42783, -1.26177, 1.96106], [1.64686, -1.27115, -2.22881], [1.96603, -2.52545, -0.81404], [0.35561, 1.24854, 0.96624], [-1.21300, 3.13075, 0.60790], [-2.33046, 3.35919, -1.62084], [-2.12330, 1.57071, -3.36386], [-0.79536, -0.49698, -2.92130], [2.60621, -1.08388, 1.16642], [2.03210, -1.81943, 3.78330], [-1.49620, -0.96724, 1.89807]], "atomic_forces_ev_per_a": [[0.33, 0.22, -1.19], [-0.59, -0.46, -1.98], [-2.27, 0.31, 1.72], [0.59, -2.13, -3.98], [-0.35, -1.20, -1.78], [1.07, -1.44, 0.33], [-2.12, 0.75, -0.21], [3.93, -1.63, -2.33], [-1.18, 1.80, 1.98], [0.53, -1.43, 0.92], [-2.05, -0.95, 2.93], [4.63, 1.80, -2.61], [-3.02, -1.09, -0.08], [-0.24, -0.44, 1.40], [-0.54, 0.91, -0.24], [0.29, 0.31, 1.48], [-0.45, 1.89, 1.24], [-0.59, 1.07, -0.28], [0.83, 0.06, 1.54], [-0.87, 1.87, 3.04], [1.12, 0.02, -0.32], [0.12, 0.16, -0.41], [0.84, -0.41, -1.18]], "mulliken_charge": [-0.929, 0.402, 0.525, -0.623, -0.638, -0.384, -0.327, -0.314, 0.052, -0.339, -0.605, -0.555, -0.055, 0.273, 0.357, 0.529, 0.449, 0.401, 0.298, 0.214, 0.470, 0.415, 0.384]}


{"formula": "C11H10NO2", "method": "the ωB97M-V functional and the def2-TZVPD basis", "smiles": "C[C@@H]1COC2=[N+]1C(=O)c1ccccc12", "relative_energy_ev": 3.285, "lumo_ev": -5.55, "total_charge": 1, "energy_ev": -17145.0454, "elements": ["C", "C", "C", "O", "C", "N", "C", "O", "C", "C", "C", "C", "C", "C", "H", "H", "H", "H", "H", "H", "H", "H", "H", "H"], "xyz": [[0.14252, 3.34594, -0.29195], [0.32267, 2.21377, 0.77659], [1.84067, 1.88868, 0.85692], [1.97122, 0.49737, 0.50138], [0.89417, -0.08258, 0.21367], [-0.29837, 0.96255, 0.40717], [-1.48328, 0.27745, 0.19626], [-2.54805, 0.78849, 0.16604], [-1.10656, -1.17138, -0.14785], [-1.99191, -2.20291, -0.30888], [-1.40849, -3.46302, -0.57065], [-0.03576, -3.61832, -0.72515], [0.89919, -2.58281, -0.49768], [0.33804, -1.34415, -0.17408], [0.40537, 4.28220, 0.04064], [-0.83617, 3.48383, -0.43746], [0.79109, 3.10242, -1.25361], [-0.15421, 2.71656, 1.59482], [2.61181, 2.48591, 0.12463], [2.35481, 1.76336, 1.88630], [-2.98128, -1.99123, -0.22977], [-2.14374, -4.20245, -0.70703], [0.47773, -4.51703, -0.87605], [1.93851, -2.63264, -0.54425]], "atomic_forces_ev_per_a": [[3.96, -3.49, -1.83], [0.07, 2.38, -1.89], [2.64, 0.71, 1.36], [0.33, -2.28, -1.48], [-4.74, 3.98, 0.70], [5.39, -4.16, -0.46], [0.80, -0.12, -0.73], [-1.38, 0.10, 0.24], [1.29, 0.87, 0.73], [4.11, -0.04, -0.27], [0.00, 1.55, -0.20], [1.01, 1.20, 0.83], [-2.97, 1.24, 0.34], [-1.24, 0.08, 0.00], [1.43, 2.00, 1.23], [-3.92, -0.04, -1.36], [-1.75, 0.54, 1.72], [0.20, -0.67, 1.36], [-2.34, -1.34, 1.79], [-1.15, 1.33, -1.34], [-2.90, 0.14, 0.14], [-0.17, -1.51, -0.18], [-0.18, -1.69, -0.54], [1.52, -0.76, -0.19]], "mulliken_charge": [-1.542, 0.463, -0.567, -0.335, 0.590, 0.212, 0.422, -0.509, 0.072, -0.426, -0.525, -0.688, -0.367, -0.012, 0.453, 0.457, 0.326, 0.285, 0.308, 0.282, 0.641, 0.448, 0.432, 0.580]}


{"formula": "C11H11CeN3O5", "method": "the ωB97M-V functional and the def2-TZVPD basis", "spin_multiplicity": 2, "relative_energy_ev": 14.371, "lumo_ev": [-14.73, -15.21], "total_charge": 3, "energy_ev": -39178.0572, "elements": ["Ce", "O", "C", "C", "O", "C", "O", "C", "O", "C", "H", "H", "C", "H", "H", "C", "N", "C", "C", "C", "N", "C", "O", "N", "H", "H", "H", "H", "H", "H", "H"], "xyz": [[-1.02574, -1.05733, 0.52987], [0.78937, -3.27185, 1.95027], [0.08088, -2.51246, 1.42832], [-2.12610, 0.31869, -0.33957], [-2.73722, 1.21757, -0.80624], [-1.42430, -0.28171, 2.35425], [-1.48654, 0.27337, 3.37882], [-0.91994, -2.04978, -1.17562], [-0.78632, -2.62517, -2.18856], [-2.68506, -2.92320, 1.31098], [-2.26097, -3.81245, 0.73609], [-2.47731, -2.93550, 2.43299], [-3.45711, -1.94665, 0.70526], [-3.93223, -1.08526, 1.28584], [-3.71567, -1.95895, -0.40782], [1.76830, 2.26260, -3.12614], [1.65518, 1.81044, -1.74696], [2.54414, 2.29900, -0.84847], [2.54055, 1.91863, 0.45741], [1.61920, 0.96781, 0.86602], [0.72616, 0.51732, -0.03257], [0.68382, 0.88300, -1.35192], [-0.16069, 0.42047, -2.14544], [1.55460, 0.49911, 2.11062], [1.66819, 3.35039, -3.20581], [1.01339, 1.80184, -3.75579], [2.75634, 2.03969, -3.54723], [3.27217, 3.02226, -1.23796], [3.24154, 2.27180, 1.17282], [2.23368, 0.87834, 2.71781], [1.04770, -0.29202, 2.47873]], "atomic_forces_ev_per_a": [[5.60, 2.66, -0.09], [-2.77, 3.02, -2.14], [8.21, -10.10, 6.54], [-10.02, 13.71, -7.96], [3.32, -5.00, 2.61], [-2.80, 5.87, 13.84], [0.32, -2.27, -4.51], [0.94, -9.02, -15.04], [-0.57, 2.88, 4.98], [-1.69, -0.04, -0.17], [-0.67, 1.10, 0.60], [-0.45, 0.08, -1.39], [-0.56, -1.24, 0.64], [0.56, -1.23, -0.56], [0.33, -0.22, 1.40], [0.22, 0.56, -1.42], [-0.37, -0.52, 0.44], [-0.04, 0.13, -0.16], [0.18, -0.10, 0.31], [-0.32, 0.17, -0.98], [-1.53, -1.24, 0.08], [1.21, 1.12, -0.81], [0.16, -0.36, 1.71], [-0.09, 0.03, 0.02], [-0.24, -0.19, 0.32], [-0.03, -0.08, 0.17], [-0.20, -0.30, 0.32], [-0.33, -0.32, 0.15], [0.64, 0.50, 0.20], [0.72, 0.24, 1.14], [0.29, 0.14, -0.27]], "lowdin_spin": [0.289, 0.109, 0.079, 0.049, 0.086, 0.078, 0.111, 0.053, 0.093, 0.003, 0.002, 0.002, 0.006, 0.002, 0.002, 0.000, 0.001, 0.000, 0.000, 0.000, -0.002, 0.001, 0.029, 0.003, 0.000, 0.000, 0.000, 0.000, 0.000, 0.000, 0.002]}


{"formula": "C11H11Cl2N5NiO2S2Te", "method": "the ωB97M-V functional and the def2-TZVPD basis", "relative_energy_ev": 0.000, "lumo_ev": [-0.13, -0.12], "energy_ev": -118179.7068, "elements": ["Ni", "Cl", "C", "C", "C", "C", "C", "Cl", "C", "S", "H", "H", "H", "N", "N", "C", "N", "N", "N", "O", "O", "H", "H", "H", "H", "H", "Te", "C", "C", "C", "C", "S", "H", "H", "H"], "xyz": [[0.94974, 0.39324, -0.36879], [0.68070, 1.00127, 1.83003], [2.13305, 0.38759, 2.59637], [2.24008, 0.51366, 3.96719], [3.37625, 0.02461, 4.58883], [4.36947, -0.57184, 3.82689], [4.22926, -0.67546, 2.45451], [5.50629, -1.42119, 1.55216], [3.09862, -0.19451, 1.77742], [2.97849, -0.27631, 0.03264], [1.44709, 0.98523, 4.53084], [3.48848, 0.10761, 5.66073], [5.26525, -0.96040, 4.29072], [-1.16512, -1.36910, 0.08792], [-2.05828, -0.79061, -0.81189], [-1.93558, 0.50541, -1.18244], [-2.91431, 0.98564, -1.93305], [-0.84648, 1.17150, -0.77468], [-0.76096, 2.53826, -0.99454], [-1.73033, 3.18898, -1.35981], [0.32901, 3.00684, -0.76831], [-0.48525, -1.94290, -0.40462], [-1.68016, -1.89896, 0.77825], [-2.54081, -1.38620, -1.47042], [-3.70343, 0.40761, -2.15861], [-2.86709, 1.93781, -2.25655], [1.23328, -0.87895, -2.50850], [-0.29842, -0.09399, -3.72551], [-1.34544, -0.76949, -4.29349], [-2.15588, 0.04474, -5.13451], [-1.71330, 1.33189, -5.19108], [-0.29848, 1.54147, -4.24826], [-1.51149, -1.82720, -4.13283], [-3.01679, -0.31441, -5.68129], [-2.13146, 2.15324, -5.75112]], "atomic_forces_ev_per_a": [[-0.05, -0.09, -0.04], [0.11, 0.02, 0.04], [0.03, -0.03, -0.05], [0.00, 0.00, 0.00], [0.01, 0.00, 0.00], [0.00, 0.00, 0.00], [0.00, 0.00, 0.01], [0.00, 0.00, 0.00], [-0.07, 0.04, 0.01], [-0.15, 0.04, -0.02], [0.00, 0.00, 0.00], [0.00, 0.00, 0.00], [0.00, 0.00, 0.00], [-0.02, -0.03, -0.04], [0.01, -0.05, 0.04], [0.06, 0.07, 0.04], [-0.08, 0.05, 0.03], [0.09, -0.10, -0.06], [-0.03, 0.06, -0.02], [-0.01, -0.04, -0.01], [0.00, -0.02, 0.01], [0.01, 0.01, 0.00], [0.00, 0.02, -0.01], [0.01, 0.01, -0.01], [0.02, -0.02, -0.02], [0.04, 0.01, -0.01], [0.00, 0.07, 0.11], [0.03, 0.01, -0.04], [0.01, -0.02, 0.01], [0.01, 0.01, 0.00], [0.01, 0.01, 0.00], [-0.05, -0.01, 0.02], [0.00, 0.01, 0.01], [0.00, 0.00, 0.01], [0.00, 0.00, 0.00]], "mulliken_charge": [-0.170, -0.131, 0.887, -0.869, -0.309, -0.748, 0.347, -0.217, 0.035, -0.113, 0.418, 0.364, 0.402, -0.399, -0.163, 0.438, -0.253, -0.064, 1.073, -0.726, -0.596, 0.163, 0.242, 0.253, 0.199, 0.213, 0.016, 0.099, -0.529, -0.526, -0.537, -0.138, 0.515, 0.402, 0.423]}


Repeat the second record exactly.
{"formula": "C11H10ClP", "method": "the ωB97M-V functional and the def2-TZVPD basis", "relative_energy_ev": 9.898, "lumo_ev": [-0.83, -0.82], "energy_ev": -33368.9136, "elements": ["C", "C", "C", "C", "C", "C", "C", "C", "C", "C", "C", "P", "Cl", "H", "H", "H", "H", "H", "H", "H", "H", "H", "H"], "xyz": [[-2.07284, 0.16626, -0.17634], [-0.78285, 0.10155, -0.52313], [-3.07380, 1.03029, -0.26960], [0.42600, -0.00247, -0.70415], [-5.56986, 1.89698, -0.19445], [-6.47724, 0.87279, 0.00090], [-4.21615, 1.49612, -0.31350], [-4.44132, -1.72229, 0.37741], [4.14602, -0.71268, -0.60684], [1.78418, -0.01185, -1.21421], [2.69856, -0.48057, -0.07685], [-5.79800, -0.78816, -0.14520], [-2.85842, -1.57719, 0.02835], [-5.89660, 2.93264, -0.26658], [-7.58180, 1.03013, -0.20032], [4.56692, 0.28662, -0.73952], [4.62008, -1.27974, 0.31658], [4.01680, -1.21375, -1.56314], [1.77971, 1.11308, -1.33689], [2.00643, -0.57817, -2.09500], [2.44239, 0.25576, 0.64961], [2.19672, -1.41413, 0.26142], [-6.81854, -1.71933, 0.53458]], "atomic_forces_ev_per_a": [[-1.98, -0.15, 0.29], [3.49, -0.35, -0.20], [-0.35, 0.12, -0.12], [-2.22, -0.71, -0.79], [1.46, -1.06, -0.11], [-0.34, -0.26, -0.96], [-1.82, 1.34, 0.55], [-1.04, 0.84, -0.77], [-1.14, 0.12, 3.50], [-0.65, 1.74, 1.48], [-0.81, -0.92, -1.61], [-1.74, -1.99, 1.97], [0.65, 0.31, 0.10], [0.25, -0.19, -0.13], [1.42, -0.40, 0.65], [0.47, -0.34, -0.08], [-0.13, 0.89, -2.58], [0.68, -0.45, 0.24], [1.26, -0.93, -0.64], [-0.47, -0.03, -0.88], [1.02, 0.44, 1.24], [0.78, 0.29, -0.01], [1.19, 1.69, -1.12]], "mulliken_charge": [-0.941, -0.414, 0.490, 1.059, -0.638, -0.322, 0.074, -0.291, -0.943, -0.729, -0.526, 0.143, 0.116, 0.353, 0.288, 0.276, 0.280, 0.298, 0.227, 0.421, 0.366, 0.328, 0.084]}